14
Properties=species:S:1:pos:R:3 method="wB97M-V/def2-TZVPD" smiles="C=C=C=O.O=C1CC1" relative_energy_ev=4.325 molar_mass_g_mol=110.1 homo_lumo_gap_ev=8.26 charge=0
C -3.318 -0.479 0.353
C -2.188 0.173 0.401
C -1.372 1.153 0.509
O -0.466 1.936 0.722
H -4.219 -0.003 0.502
H -3.324 -1.634 0.504
O 0.350 0.434 -1.727
C 1.196 0.014 -0.998
C 1.517 -0.515 0.333
C 2.607 -0.046 -0.676
H 1.519 0.236 1.052
H 1.382 -1.499 0.614
H 3.261 -0.635 -1.273
H 3.056 0.865 -0.317